# 1
23
Properties=species:S:1:pos:R:3:mulliken_charge:R:1 method="wB97M-V/def2-TZVPD" e_above_lowest_ev=1.041 multiplicity=2 homo_ev="-9.55 / -9.50" s_squared=0.76 charge=0 max_force_ev_per_a=8.8 orbital_gap_ev="7.7 / 3.9"
Al -1.58 2.81 -0.11 0.93
C 1.08 -0.35 -2.95 0.71
F 2.10 -1.00 -3.49 -0.21
F 0.26 0.05 -3.86 -0.20
F 0.41 -1.11 -2.07 -0.21
S 1.53 1.31 -2.15 0.89
O 2.98 1.38 -2.34 -0.52
O 0.73 2.33 -2.88 -0.67
N 0.85 1.21 -0.45 -0.26
S 2.06 0.70 0.28 0.89
O 2.90 -0.35 -0.41 -0.62
O 2.87 1.83 0.81 -0.65
C 1.31 -0.28 1.78 0.63
F 0.39 0.46 2.30 -0.23
F 0.71 -1.34 1.34 -0.23
F 2.24 -0.70 2.66 -0.21
C -3.24 -1.50 1.94 -1.01
C -2.62 -0.30 1.23 1.01
O -2.40 -0.43 0.02 -0.51
O -2.41 0.75 1.84 -0.47
H -2.53 -2.33 1.99 0.28
H -4.19 -1.80 1.50 0.31
H -3.46 -1.37 3.00 0.34

---

# 2
8
Properties=species:S:1:pos:R:3:mulliken_charge:R:1 method="wB97M-V/def2-TZVPD" e_above_lowest_ev=1.757 multiplicity=3 homo_ev="-5.33 / -9.61" s_squared=2.04 charge=0 max_force_ev_per_a=9.8 orbital_gap_ev="5.7 / 6.1"
C 0.26 1.36 -0.85 -0.70
C -0.42 0.54 -0.33 0.31
C -2.06 -1.01 0.86 -0.81
C -1.27 -0.28 0.29 0.48
Br 3.32 -0.40 0.16 -0.21
H 0.88 2.20 -1.16 0.37
H 2.09 -0.96 -0.52 0.20
H -2.79 -1.45 1.55 0.36